# 1
The following is a quantum chemistry calculation of a molecular structure, C36H40GaN6O2Se in a non-equilibrium geometry, from OMol25.

Each line ends with the Löwdin charge.
Cartesian coordinates (Å):
Ga (0.1869, 0.3208, 0.2450)  0.762
C (-4.1597, -2.2940, 1.5134)  -0.053
C (-3.0992, -1.6607, 2.4182)  -0.368
C (-3.6748, -1.4224, 3.8180)  -0.046
C (-1.8515, -2.5074, 2.5137)  -0.124
C (-1.9715, -3.8417, 2.8812)  -0.022
C (-0.8617, -4.6517, 3.0238)  -0.050
C (0.4020, -4.1384, 2.7905)  -0.025
C (0.5707, -2.8163, 2.4136)  -0.135
C (1.9388, -2.2197, 2.1963)  -0.378
C (2.3858, -1.4622, 3.4513)  -0.032
C (3.0023, -3.2322, 1.7769)  -0.062
C (-0.5614, -1.9948, 2.2750)  -0.160
N (-0.4240, -0.6275, 1.9219)  0.049
C (-0.9030, 0.2628, 2.8459)  -0.476
O (-1.0082, 0.0256, 4.0314)  0.104
C (-1.2930, 1.6063, 2.2782)  -0.159
C (-1.9401, 2.6486, 2.9297)  0.055
C (-2.2606, 3.7746, 2.1772)  0.003
C (-1.9093, 3.8660, 0.8339)  0.058
C (-1.2534, 2.7810, 0.2656)  -0.129
N (-1.0129, 1.7081, 0.9936)  0.070
C (-0.8243, 2.5940, -1.1715)  -0.452
O (-1.0882, 3.4148, -2.0234)  0.112
N (-0.1289, 1.4406, -1.3981)  0.047
C (-0.0850, 1.0158, -2.7608)  -0.167
C (1.0900, 1.1404, -3.5183)  -0.136
C (1.0868, 0.6779, -4.8279)  -0.026
C (-0.0541, 0.1370, -5.3914)  -0.050
C (-1.2230, 0.0795, -4.6570)  -0.022
C (-1.2643, 0.5140, -3.3391)  -0.132
C (-2.5803, 0.5107, -2.5975)  -0.375
C (-3.2439, -0.8661, -2.5734)  -0.054
C (-3.5148, 1.5550, -3.2159)  -0.043
C (2.2967, 1.8579, -2.9581)  -0.373
C (3.6218, 1.3711, -3.5472)  -0.073
C (2.1253, 3.3652, -3.1881)  -0.031
H (-5.0080, -1.6170, 1.4271)  0.083
H (-4.5206, -3.2324, 1.9259)  0.075
H (-3.7542, -2.4806, 0.5200)  0.076
H (-2.8486, -0.6845, 1.9809)  0.117
H (-4.0268, -2.3552, 4.2478)  0.084
H (-4.5139, -0.7337, 3.7597)  0.083
H (-2.9239, -1.0028, 4.4837)  0.067
H (-2.9516, -4.2533, 3.0635)  0.114
H (-0.9774, -5.6812, 3.3273)  0.110
H (1.2603, -4.7774, 2.9174)  0.109
H (1.8237, -1.4995, 1.3719)  0.071
H (2.6198, -2.1710, 4.2414)  0.095
H (1.5989, -0.8020, 3.8103)  0.069
H (3.2816, -0.8746, 3.2473)  0.072
H (3.2783, -3.8782, 2.6068)  0.082
H (3.9031, -2.7108, 1.4546)  0.071
H (2.6506, -3.8515, 0.9537)  0.089
H (-2.1874, 2.5642, 3.9767)  0.134
H (-2.7807, 4.5958, 2.6454)  0.123
H (-2.1358, 4.7404, 0.2418)  0.134
H (1.9774, 0.7581, -5.4301)  0.109
H (-0.0349, -0.2152, -6.4126)  0.111
H (-2.1194, -0.3000, -5.1214)  0.115
H (-2.4111, 0.7899, -1.5468)  0.113
H (-3.4512, -1.2328, -3.5744)  0.076
H (-4.1888, -0.7955, -2.0381)  0.081
H (-2.6027, -1.5869, -2.0648)  0.078
H (-3.8064, 1.2590, -4.2189)  0.083
H (-3.0265, 2.5250, -3.2768)  0.074
H (-4.4140, 1.6508, -2.6122)  0.083
H (2.3076, 1.6885, -1.8744)  0.095
H (3.7457, 1.7253, -4.5654)  0.082
H (3.6694, 0.2839, -3.5566)  0.074
H (4.4576, 1.7537, -2.9633)  0.076
H (2.0375, 3.5775, -4.2500)  0.094
H (2.9866, 3.9049, -2.7990)  0.082
H (1.2260, 3.7342, -2.7000)  0.065
Se (2.4590, 2.5752, 2.6571)  1.294
N (4.0534, 2.2690, 2.0598)  -0.207
C (4.0184, 1.3754, 1.0762)  -0.342
C (5.0749, 0.8420, 0.3126)  0.064
C (4.7400, -0.0945, -0.6355)  -0.013
C (3.4077, -0.4964, -0.8392)  -0.058
N (2.3943, 0.0048, -0.1560)  0.076
C (2.6978, 0.9214, 0.7730)  -0.465
N (1.7265, 1.4668, 1.4892)  -0.211
H (6.0899, 1.1685, 0.4683)  0.136
H (5.5104, -0.5375, -1.2465)  0.127
H (3.1715, -1.2425, -1.5835)  0.145

Computed properties:
LUMO, eV: -5.2
Highest occupied orbital energy, eV: -10.9462
DFT total energy, eV: -168735.620
Total charge: +1

# 2
The following is a quantum chemistry calculation of 2 unconnected molecules or ions with the total composition C5H11O4 in a non-equilibrium geometry, from OMol25.

Each line ends with the natural charge from an NBO analysis.
Cartesian coordinates (Å):
H (1.5330, 0.3884, 4.2258)  0.468
O (1.2045, 0.6250, 5.1148)  -0.938
H (0.7428, -0.1834, 5.4165)  0.468
C (-2.1616, -1.0863, 4.9627)  0.089
C (-2.9571, -0.3193, 5.8475)  -0.052
C (-2.9183, -0.6079, 7.3661)  0.217
O (-3.9824, -1.0801, 6.5974)  -0.485
C (-2.0092, -1.6064, 7.9752)  -0.643
C (-3.2310, 0.5581, 8.2694)  -0.079
O (-3.9921, 0.0736, 9.3635)  -0.723
O (-2.0863, -0.8000, 3.6745)  -0.650
H (-1.7025, -2.0141, 5.3095)  0.148
H (-3.2879, 0.6902, 5.5255)  0.208
H (-1.0959, -1.1116, 8.3280)  0.216
H (-2.5229, -2.0043, 8.8627)  0.241
H (-1.7439, -2.4267, 7.3038)  0.214
H (-2.2562, 0.9627, 8.6159)  0.165
H (-3.8113, 1.3160, 7.7252)  0.174
H (-4.4286, 0.8269, 9.7952)  0.474
H (-1.7958, -1.5881, 3.1746)  0.487

Computed properties:
ΔE to the lowest compared entry with this formula, charge and spin, eV: 0.110
LUMO (alpha / beta), eV: 0.4 / 0.3
2S+1: 2
Highest occupied orbital energy (alpha / beta), eV: -7.0509 / -10.0694
DFT total energy, eV: -13550.058
Total charge: 0

# 3
The following is a quantum chemistry calculation of C12H18N2O3S in the gas phase, from OMol25.

Each line ends with the natural charge from an NBO analysis.
Cartesian coordinates (Å):
C (-4.3209, -2.6939, -0.4205)  -0.252
H (-5.2887, -2.3544, -0.8041)  0.175
O (-3.3266, -1.7099, -0.5808)  -0.456
C (-3.4967, -0.5342, 0.0414)  0.332
C (-2.5577, 0.4754, -0.0756)  -0.383
S (-3.0440, 1.8718, 0.8403)  0.424
C (-4.4776, 1.0959, 1.3582)  -0.369
C (-4.5935, -0.1635, 0.8672)  -0.332
H (-5.4296, -0.8018, 1.0863)  0.232
H (-5.1575, 1.6192, 2.0006)  0.240
C (-1.3146, 0.4199, -0.8524)  0.647
O (-0.9901, -0.5566, -1.5019)  -0.616
N (-0.5495, 1.5408, -0.7842)  -0.613
H (-0.8543, 2.3169, -0.2182)  0.388
C (0.7004, 1.6891, -1.4884)  -0.244
H (0.6284, 2.5590, -2.1498)  0.196
C (1.9027, 1.8658, -0.5491)  -0.214
N (2.6225, 0.6283, -0.3209)  -0.435
C (3.8692, 0.8600, 0.3880)  -0.248
C (4.6351, -0.4576, 0.5033)  -0.072
H (4.8790, -0.8175, -0.5077)  0.165
O (3.8831, -1.4287, 1.1880)  -0.524
C (2.6609, -1.6524, 0.5215)  -0.071
C (1.8406, -0.3705, 0.3907)  -0.272
H (1.5574, -0.0121, 1.3978)  0.162
H (0.9396, -0.5983, -0.1758)  0.232
H (2.8546, -2.0543, -0.4836)  0.167
H (2.1203, -2.3942, 1.1111)  0.194
H (5.5557, -0.3197, 1.0737)  0.191
H (3.6904, 1.2627, 1.4022)  0.165
H (4.4694, 1.5801, -0.1733)  0.200
H (1.5556, 2.3201, 0.3992)  0.158
H (2.6094, 2.5603, -1.0110)  0.199
H (0.8365, 0.7928, -2.0963)  0.251
H (-4.4279, -2.9907, 0.6281)  0.175
H (-3.9815, -3.5477, -1.0039)  0.207

Computed properties:
ΔE to the lowest compared entry with this formula, charge and spin, eV: 2.622
SMILES: COc1ccsc1C(=O)NCCN1CCOCC1
LUMO, eV: 0.6
Highest occupied orbital energy, eV: -8.5636
DFT total energy, eV: -32693.134
Total charge: 0

Question: Number 2 is which compound?
Answer: C5H11O4

Question: Look up the DFT total energy of the first one.
Answer: -168735.620 eV

Question: The highest DFT total energy belongs to which entry?
Answer: C5H11O4

Question: Which of these has the lowest DFT total energy?
Answer: C36H40GaN6O2Se